Record 1
95
Properties=species:S:1:pos:R:3:forces:R:3 method="wB97M-V/def2-TZVPD" homo_energy_ev=-8.45 relative_energy_kcal_mol=0.00 charge=0 homo_lumo_gap_ev=7.31 max_force_ev_per_a=0.93
Ta -0.540 -0.194 -0.280 0.4 -0.5 0.6
O -4.316 -0.549 -1.734 0.0 0.1 0.0
O -6.561 0.371 -0.823 0.1 -0.1 -0.1
O -1.189 1.944 2.486 0.1 0.0 0.0
O -2.461 -0.303 -0.574 -0.9 0.0 -0.3
O -1.184 -1.368 1.279 -0.1 0.0 0.1
O 0.923 1.142 -0.707 0.1 0.3 -0.3
O -1.039 -2.171 3.368 0.0 0.0 0.0
O -2.055 2.299 -1.946 -0.1 0.0 0.0
O -2.447 5.948 0.926 0.0 0.0 0.0
O 2.514 2.623 -0.164 0.0 0.0 0.1
N 0.628 0.274 1.564 0.1 0.2 0.0
N -1.775 3.921 1.638 0.0 0.0 0.0
N -1.494 2.020 0.221 0.2 0.1 0.4
N -1.003 -2.321 -1.291 -0.2 0.1 0.1
N -0.472 0.257 -2.490 0.2 -0.4 -0.3
C -4.611 1.073 2.756 0.0 0.0 0.0
C -1.853 -2.534 -2.485 0.0 -0.1 0.1
C -1.262 -1.804 -3.672 0.0 0.0 0.0
C -4.251 3.742 -0.425 0.0 0.0 0.0
C -5.188 4.938 -0.334 0.0 0.0 0.0
C -2.300 4.770 0.697 0.0 0.0 0.0
C 5.050 -0.194 -1.608 0.0 0.0 0.0
C -0.702 -1.404 2.507 0.1 0.0 0.1
C 1.265 -2.792 0.520 -0.1 0.0 0.0
C 0.366 -0.371 2.692 0.0 0.0 0.0
C 1.060 -0.110 3.850 0.0 0.0 0.0
C -1.471 2.574 1.480 -0.2 -0.1 0.1
C -4.521 0.290 0.469 -0.1 0.1 0.0
C 4.029 -0.520 -2.490 0.0 0.0 0.0
C 2.591 -1.131 -0.638 0.0 0.1 0.0
C 4.364 -5.601 1.421 0.0 0.0 0.0
C 2.052 0.868 3.815 0.0 0.0 0.0
C -1.005 5.319 -1.981 0.0 0.0 0.0
C 2.329 1.524 2.626 0.0 0.0 0.0
C 2.814 -0.978 -2.007 0.0 0.0 0.0
C 3.308 -5.385 2.294 0.0 0.0 0.0
C -3.909 0.535 1.701 0.1 0.0 0.0
C 1.589 1.182 1.510 -0.1 0.1 -0.1
C -6.601 1.122 1.392 0.0 0.0 0.0
C 1.748 1.746 0.128 -0.1 0.0 -0.1
C 3.634 -0.822 0.233 0.0 0.0 0.0
C 2.316 -4.474 1.967 0.0 0.0 0.0
C -5.893 0.574 0.319 0.0 0.1 0.0
C 4.849 -0.352 -0.246 0.0 0.0 0.0
C -3.758 -0.214 -0.689 -0.1 -0.1 -0.1
C 1.282 -1.607 -0.110 0.4 0.0 -0.3
C 4.414 -4.903 0.222 0.0 0.0 0.0
C -2.739 4.086 -0.574 0.0 0.0 0.0
C -2.050 2.738 -0.796 0.3 0.0 -0.1
C -2.482 5.007 -1.771 0.0 0.0 0.0
C -1.382 -0.300 -3.517 0.0 0.0 0.1
C 2.369 -3.745 0.777 0.0 0.0 0.1
C 3.428 -3.983 -0.099 0.0 0.0 -0.1
C -5.965 1.370 2.590 0.0 0.0 0.0
H -0.597 5.880 -1.138 0.0 0.0 0.0
H -0.146 -2.856 -1.390 0.0 0.1 0.0
H 0.334 -3.134 0.969 0.0 0.0 0.0
H 3.099 2.277 2.536 0.0 0.0 0.0
H -7.650 1.344 1.249 0.0 0.0 0.0
H -1.466 -2.707 -0.469 0.0 0.0 0.0
H -5.924 -0.033 -1.458 -0.1 0.0 0.1
H -1.913 -3.607 -2.678 0.0 0.0 0.0
H -3.027 5.933 -1.594 0.0 0.0 0.0
H -4.377 3.107 0.457 0.0 0.0 0.0
H 0.502 0.237 -2.787 -0.1 0.0 0.0
H 0.815 -0.663 4.746 0.0 0.0 0.0
H -2.855 -2.163 -2.279 0.0 0.0 0.0
H -2.861 0.306 1.821 -0.1 0.0 0.0
H 3.251 -5.930 3.228 0.0 0.0 0.0
H -6.528 1.796 3.411 0.0 0.0 0.0
H -1.624 4.283 2.569 0.0 0.0 0.0
H -0.862 5.924 -2.877 0.0 0.0 0.0
H -2.391 -0.041 -3.196 0.0 0.0 -0.1
H -0.414 4.409 -2.104 0.0 0.0 0.0
H -0.737 1.249 -2.422 0.0 0.1 0.2
H -4.876 5.641 0.438 0.0 0.0 0.0
H -4.510 3.129 -1.292 0.0 0.0 0.0
H 3.486 -3.449 -1.040 0.0 -0.1 0.1
H -4.115 1.262 3.698 0.0 0.0 0.0
H 5.139 -6.316 1.667 0.0 0.0 0.0
H -0.214 -2.100 -3.806 0.0 0.0 0.0
H 5.995 0.178 -1.980 0.0 0.0 0.0
H 5.227 -5.078 -0.472 0.0 0.0 0.0
H 2.610 1.106 4.710 0.0 0.0 0.0
H -5.247 5.478 -1.278 0.0 0.0 0.0
H -6.192 4.587 -0.091 0.0 0.0 0.0
H 3.494 -0.980 1.297 0.0 0.0 0.0
H 2.032 -1.254 -2.710 0.0 0.0 0.0
H 5.643 -0.113 0.451 0.0 0.0 0.0
H -1.196 0.209 -4.464 0.1 0.0 0.0
H 1.483 -4.315 2.645 0.0 0.0 0.0
H 4.180 -0.417 -3.557 0.0 0.0 0.0
H -1.784 -2.102 -4.582 0.0 0.0 0.0
H -2.903 4.531 -2.657 0.0 0.0 0.0



Record 2
86
Properties=species:S:1:pos:R:3:forces:R:3 method="wB97M-V/def2-TZVPD" homo_energy_ev="-9.26 / -10.01" relative_energy_kcal_mol=0.00 charge=+1 homo_lumo_gap_ev="5.94 / 6.61" multiplicity=2 max_force_ev_per_a=0.99
Te -0.733 0.876 -1.988 -0.1 0.5 0.1
Pd -1.059 -1.411 0.576 0.1 0.0 0.0
S -2.277 -1.069 3.646 0.1 -0.1 0.0
O -3.053 -3.125 1.202 0.0 0.0 0.1
O -2.952 -1.251 -2.391 0.2 -0.1 0.0
O -5.022 -3.410 0.246 -0.1 0.0 0.1
N -2.956 -0.509 0.345 0.2 -0.1 0.0
N -0.919 -1.383 2.657 -0.8 0.2 -0.5
N -4.124 -1.300 0.345 -0.1 -0.1 0.2
N -0.843 -1.393 -1.435 -0.3 -0.5 0.1
N 0.455 -1.931 4.445 -0.2 -0.1 0.4
N 0.790 -2.213 0.862 -0.1 0.1 -0.3
C 0.696 2.920 -5.608 0.0 0.0 0.0
C -2.088 0.189 6.074 0.0 0.1 0.1
C -0.217 -1.162 5.433 0.3 -0.1 -0.1
C 2.346 -0.152 -2.553 0.0 0.0 0.0
C 0.152 2.008 -4.712 0.0 0.0 0.0
C 2.150 0.326 -1.139 0.0 0.0 0.1
C 0.386 -0.920 6.653 0.1 0.1 0.1
C 0.590 3.582 -2.903 0.0 0.0 -0.1
C 3.217 0.224 -0.254 0.0 0.0 0.0
C 1.790 5.110 -6.185 0.0 0.0 0.0
C 2.870 -3.095 0.148 0.0 0.0 -0.2
C 3.312 -3.129 1.448 0.1 0.0 0.3
C 1.129 4.462 -3.842 0.0 0.0 0.1
C 0.123 2.343 -3.353 0.0 -0.1 0.0
C -1.998 -1.921 -1.975 0.2 0.1 0.0
C 1.596 -2.607 -0.115 0.0 0.0 0.0
C 0.807 1.270 0.657 0.0 0.0 0.0
C 4.285 0.485 2.011 0.0 0.0 0.0
C -0.437 1.881 1.259 0.1 0.0 0.0
C 3.110 0.606 1.079 0.0 0.0 0.0
C 0.931 0.849 -0.675 0.1 0.0 0.0
C 0.526 4.021 -1.465 0.0 0.1 0.0
C 1.200 4.148 -5.191 0.0 0.0 0.0
C -0.390 0.704 -5.240 0.0 0.0 0.0
C -1.497 0.418 7.312 -0.1 0.0 0.0
C -0.266 -0.142 7.602 0.1 -0.1 0.0
C 1.901 1.128 1.511 0.0 0.0 0.0
C -1.456 -0.620 5.146 -0.3 0.1 0.0
C -3.999 -2.649 0.629 0.0 -0.1 -0.2
C -2.027 -3.435 -2.060 -0.1 0.1 -0.1
C 0.177 -1.831 3.131 0.8 -0.2 0.0
C -6.134 -2.856 -0.471 0.0 0.0 0.0
C 2.465 -2.695 2.466 0.2 -0.1 0.0
C 1.203 -2.263 2.137 -0.1 0.1 0.3
H -0.180 2.787 1.811 0.0 0.0 0.0
H 1.518 -0.788 -2.873 0.0 0.0 0.0
H 1.308 -2.379 4.726 0.1 0.0 0.0
H -3.052 0.626 5.842 0.0 0.0 0.0
H 1.364 -1.341 6.867 0.0 0.0 0.0
H -5.820 -2.497 -1.454 0.0 0.0 0.0
H -6.832 -3.675 -0.602 0.0 0.0 0.0
H 1.244 3.485 -0.847 0.1 0.0 0.0
H 1.800 1.452 2.544 0.0 0.0 0.0
H -4.754 -1.035 -0.391 -0.1 0.0 -0.1
H 2.401 0.688 -3.249 0.0 0.0 0.0
H 2.818 -2.701 3.488 0.0 0.0 0.0
H -6.617 -2.064 0.102 0.0 0.0 0.0
H 3.272 -0.723 -2.640 0.0 0.0 0.0
H -2.877 -0.103 -0.586 0.0 0.1 -0.2
H -0.466 3.851 -1.042 0.0 0.0 0.0
H 1.181 -2.508 -1.110 0.0 0.0 0.0
H 0.201 0.031 8.563 0.0 0.0 0.0
H 4.159 -0.182 -0.615 0.0 0.0 0.0
H -2.006 1.032 8.043 0.0 0.0 0.0
H 2.069 6.050 -5.711 0.0 0.0 0.0
H 4.306 -3.486 1.688 0.0 0.0 0.0
H -0.383 0.703 -6.329 0.0 0.0 0.0
H 0.744 5.087 -1.384 0.0 0.0 0.0
H -0.901 1.193 1.971 0.0 0.0 0.0
H 0.209 -0.145 -4.902 0.0 0.0 0.0
H 2.684 4.689 -6.650 0.0 0.0 0.0
H -3.020 -3.777 -2.346 0.0 0.0 0.0
H 0.720 2.668 -6.664 0.0 0.0 0.0
H -1.417 0.523 -4.917 0.0 0.0 0.0
H -1.306 -3.754 -2.815 0.0 0.0 0.0
H -1.742 -3.886 -1.112 0.0 0.0 0.1
H -3.070 0.233 1.023 0.0 0.2 0.2
H 1.081 5.331 -6.985 0.0 0.0 0.0
H 1.493 5.427 -3.502 0.0 0.0 0.0
H 3.962 0.421 3.052 0.0 0.0 0.0
H 3.494 -3.420 -0.673 0.0 0.0 0.0
H 4.886 -0.396 1.779 0.0 0.0 0.0
H -1.174 2.150 0.511 -0.1 0.0 -0.1
H 4.940 1.355 1.925 0.0 0.0 0.0



Record 3
27
Properties=species:S:1:pos:R:3:forces:R:3 method="wB97M-V/def2-TZVPD" homo_energy_ev="-4.29 / -10.49" charge=0 homo_lumo_gap_ev="4.76 / 8.41" multiplicity=3 max_force_ev_per_a=4.45
Cu 0.035 -1.164 -1.085 0.0 -0.6 -0.5
O 2.721 0.655 1.824 1.2 -0.1 0.2
O 2.300 -1.425 -1.500 -0.4 0.1 0.3
O 0.115 0.244 -2.839 0.0 0.1 0.2
O -0.571 3.185 2.258 -0.3 0.4 0.4
O 0.161 -3.218 0.189 0.0 0.2 -0.1
O -3.097 1.101 0.622 -0.5 0.0 -0.3
O -2.071 -0.917 -1.093 0.5 -0.2 0.1
B 0.182 0.423 0.594 -0.7 0.3 -0.6
H 0.951 0.686 -2.983 0.6 0.2 0.1
H -2.858 -1.172 -1.575 0.0 -0.5 -0.5
H -0.382 0.404 -3.642 -0.5 -0.2 -0.3
H -3.560 1.083 1.459 -0.2 0.0 0.1
H -0.774 0.778 0.241 -3.2 1.4 -1.4
H 0.118 -0.638 0.781 -0.3 -4.3 1.1
H 2.742 -1.941 -2.174 -0.1 -0.5 -0.5
H -0.440 -3.672 0.781 -0.5 -0.1 0.3
H 2.975 -0.829 -1.174 0.3 0.5 0.5
H 0.890 0.603 -0.201 2.9 1.1 -2.8
H -2.170 1.078 0.859 0.6 0.2 0.3
H -0.103 2.394 1.988 0.2 -0.3 -0.2
H -2.295 -0.075 -0.696 -0.4 0.6 0.6
H 1.810 0.581 1.538 -0.1 0.0 -0.1
H 0.396 0.943 1.515 0.7 1.4 3.1
H 0.926 -3.791 0.139 0.5 -0.1 -0.2
H 2.665 0.989 2.719 0.1 0.1 0.2
H -0.665 3.695 1.454 0.0 0.1 -0.2



Record 4
123
Properties=species:S:1:pos:R:3:forces:R:3 method="wB97M-V/def2-TZVPD" homo_energy_ev=-6.19 relative_energy_kcal_mol=3.35 charge=0 homo_lumo_gap_ev=4.38 max_force_ev_per_a=1.02
Bi -0.687 -0.027 1.043 0.2 0.1 0.4
Br -2.766 1.779 2.695 -0.2 -0.2 0.3
S 1.325 -0.837 -0.747 0.3 0.5 -0.4
S -3.405 0.624 -0.827 -0.3 0.2 0.2
Si 2.225 -3.805 -2.557 0.0 -0.3 -0.1
F 4.085 -2.144 3.145 0.0 0.0 0.1
F 1.762 -2.468 1.885 0.1 0.0 -0.1
F 4.459 -0.021 4.814 0.0 0.0 0.1
F 0.145 1.501 3.870 0.0 0.1 -0.1
F 1.958 1.330 -6.113 0.1 0.0 0.0
F 2.446 1.758 5.204 0.0 0.0 0.0
O 0.626 2.025 1.148 -0.5 0.4 -0.8
O -2.194 -1.265 2.373 0.1 0.1 0.1
O -0.295 4.056 1.448 -0.2 0.0 0.0
O -0.593 1.817 -1.855 0.1 -0.3 0.1
N -4.093 -1.925 -0.662 0.2 -0.2 0.0
N 1.711 5.115 -2.115 -0.1 0.0 0.2
N -2.528 -1.369 -2.273 0.1 -0.2 0.0
N -0.522 -2.301 0.233 -0.1 -0.3 0.0
N 3.698 3.617 -6.270 -0.1 -0.1 -0.1
N 5.908 4.165 -7.146 0.1 -0.1 0.0
C -3.223 0.310 3.849 0.1 0.1 -0.2
C -5.397 -0.174 6.954 -0.1 0.0 0.0
C 4.984 5.297 -7.445 -0.4 0.3 0.0
C 2.278 0.742 4.347 0.0 0.1 -0.1
C 1.403 -4.777 -3.970 0.2 0.1 0.2
C 0.537 3.552 -0.697 0.1 -0.3 0.6
C 2.739 3.406 -5.231 0.0 0.0 0.2
C -2.843 -4.309 5.545 -0.1 0.0 -0.1
C 2.651 4.362 -4.228 0.0 0.1 -0.1
C 1.152 2.047 -4.028 0.1 0.0 0.0
C -3.091 -1.990 4.489 0.0 -0.1 0.1
C 0.862 -3.555 -1.273 0.1 0.3 -0.1
C 1.909 -1.355 2.627 -0.1 0.1 0.2
C 3.003 -2.257 -3.295 -0.1 -0.1 0.1
C 0.144 -4.680 -0.900 0.0 0.0 0.0
C -1.137 -3.499 3.979 -0.1 0.0 0.0
C 3.301 -0.170 4.165 -0.1 0.0 -0.1
C 1.949 2.263 -5.123 -0.1 0.0 0.0
C 0.901 -0.412 2.704 0.1 0.0 0.0
C 5.429 2.921 -7.816 -0.3 -0.4 -0.1
C -2.643 -3.443 4.296 0.1 0.1 -0.2
C -2.549 -2.671 -2.901 -0.1 0.0 0.2
C 2.193 6.479 -2.246 0.4 0.0 0.1
C 1.077 2.993 -3.018 0.2 0.0 -0.1
C -1.219 -3.388 0.541 0.0 -0.1 0.0
C 0.250 2.692 -1.826 0.0 0.2 -0.1
C -4.011 0.608 4.946 0.0 0.1 0.0
C -2.782 -0.983 3.518 -0.2 0.0 0.0
C 1.810 4.189 -3.123 0.0 -0.1 -0.1
C -6.661 -0.998 6.656 0.0 0.1 0.1
C -5.814 1.293 7.077 0.1 -0.1 0.0
C 0.524 -2.340 -0.623 -0.3 -0.3 0.1
C -3.894 -1.668 5.571 0.1 0.1 0.0
C 1.167 4.720 -0.908 0.0 0.0 -0.1
C 3.558 -4.873 -1.744 -0.2 0.2 -0.2
C 3.558 4.805 -7.096 0.0 -0.1 -0.1
C 3.615 6.672 -1.721 -0.1 0.0 0.0
C -4.402 -0.393 5.817 0.0 0.0 0.0
C -3.321 -0.981 -1.259 -0.1 0.2 -0.2
C -4.803 -0.634 8.292 0.0 0.1 -0.1
C 0.205 3.177 0.759 0.4 0.0 0.2
C -3.498 -4.043 3.162 0.1 0.0 0.0
C 3.106 -1.241 3.316 0.0 0.0 -0.1
C -0.905 -4.624 0.017 0.0 -0.1 -0.1
C 4.140 2.486 -7.077 0.0 0.0 0.1
C 1.107 0.611 3.618 0.1 -0.3 0.1
H -2.417 -5.297 5.360 0.0 0.0 0.0
H 3.132 -5.795 -1.344 0.0 0.0 0.0
H -6.256 1.649 6.146 0.0 0.1 0.0
H 5.787 3.983 -6.140 0.2 0.1 0.0
H 6.194 2.150 -7.758 0.1 0.1 0.0
H 0.782 -5.590 -3.591 0.0 0.0 0.0
H -3.899 -4.453 5.785 0.0 0.0 0.1
H 4.345 1.650 -6.412 0.0 0.0 0.0
H 2.999 4.587 -8.016 0.0 0.0 0.0
H -0.835 -4.515 3.712 0.0 0.0 0.0
H 6.877 4.384 -7.366 0.0 0.0 0.0
H -1.443 -5.514 0.309 -0.1 0.0 0.0
H -3.554 -2.907 -3.264 0.0 0.0 0.0
H 1.286 5.416 -0.087 -0.1 0.1 0.0
H 1.518 7.124 -1.684 -0.1 0.0 -0.1
H -3.612 -3.321 2.355 0.0 0.0 -0.1
H 5.286 6.148 -6.838 0.1 -0.1 0.0
H -2.335 -3.872 6.407 0.0 0.0 0.0
H 0.574 1.136 -3.929 0.0 0.0 0.0
H -4.488 -1.624 0.216 0.0 0.0 0.0
H -4.146 -2.456 6.268 0.0 0.0 0.0
H -7.109 -0.671 5.716 0.0 0.0 0.0
H -3.054 -4.963 2.771 0.0 0.0 0.0
H -4.963 1.927 7.330 0.0 0.0 0.0
H 5.241 3.146 -8.864 0.1 0.1 0.0
H -6.433 -2.061 6.572 0.0 0.0 0.0
H 4.316 5.993 -2.209 0.0 0.0 0.0
H -3.889 -0.081 8.514 0.0 0.0 0.0
H 3.015 5.574 -6.556 0.0 0.0 0.0
H 0.401 -5.642 -1.334 0.0 0.0 0.0
H 3.935 7.700 -1.889 0.1 0.0 0.0
H -3.804 -2.891 -0.704 0.0 0.0 0.0
H 4.349 -5.145 -2.446 0.0 0.0 0.0
H 4.015 -4.336 -0.911 0.0 0.0 0.0
H 3.289 5.235 -4.295 0.0 0.0 0.0
H 2.145 -5.218 -4.639 0.0 0.0 0.0
H 3.399 -1.615 -2.509 0.0 0.0 0.0
H -1.862 -2.664 -3.743 0.0 0.0 0.0
H -4.326 1.632 5.081 0.0 0.0 0.0
H -4.562 -1.697 8.275 0.0 0.0 0.0
H -4.498 -4.276 3.534 0.0 0.0 0.0
H 3.652 6.478 -0.650 0.0 0.0 0.0
H 2.270 -1.676 -3.855 -0.1 0.0 0.0
H -7.397 -0.866 7.454 0.0 0.0 0.0
H 2.125 6.775 -3.294 -0.1 0.0 0.0
H 3.815 -2.524 -3.977 0.0 -0.1 0.0
H -6.564 1.395 7.864 0.0 0.0 0.0
H 3.394 2.162 -7.807 0.0 0.0 0.0
H -5.518 -0.463 9.100 0.0 0.0 0.0
H -2.021 -3.219 1.241 0.0 0.0 0.1
H 0.760 -4.131 -4.572 0.0 0.1 0.0
H -1.932 -0.641 -2.633 -0.1 0.0 0.0
H -0.879 -2.831 3.167 0.1 0.0 -0.1
H -0.566 -3.188 4.858 0.0 0.0 0.0
H 5.073 5.566 -8.496 0.1 -0.1 0.0
H -2.235 -3.459 -2.214 0.1 -0.1 0.0



Record 5
13
Properties=species:S:1:pos:R:3:forces:R:3 method="wB97M-V/def2-TZVPD" homo_energy_ev="-7.67 / -7.67" relative_energy_kcal_mol=121.60 charge=0 homo_lumo_gap_ev="7.99 / 7.99" max_force_ev_per_a=0.78
N -3.013 -0.878 0.753 0.7 0.2 -0.2
C 0.244 -0.352 -1.096 0.0 -0.1 -0.2
C -1.848 -0.622 0.494 -0.3 -0.5 0.2
C -0.575 -0.242 0.171 -0.2 0.0 0.0
C 1.441 0.205 -0.273 0.2 0.0 -0.1
C 0.511 0.476 0.943 0.0 0.1 0.2
H 2.198 -0.555 -0.065 -0.1 0.1 0.0
H 0.815 0.016 1.890 -0.1 0.1 -0.1
H 1.932 1.085 -0.694 -0.1 -0.1 0.1
H 0.371 -1.362 -1.502 0.0 0.2 0.1
H 0.324 1.542 1.123 0.0 -0.2 0.0
H -0.073 0.310 -1.912 0.0 -0.1 0.1
H -2.328 0.376 0.168 -0.2 0.3 -0.1



Record 6
19
Properties=species:S:1:pos:R:3:forces:R:3 method="wB97M-V/def2-TZVPD" homo_energy_ev=-7.70 relative_energy_kcal_mol=264.94 charge=0 homo_lumo_gap_ev=8.18 max_force_ev_per_a=6.78
N 1.840 -0.473 -0.930 -0.3 2.5 -4.0
N -1.303 -0.057 0.196 2.5 -2.2 1.9
N -1.390 0.779 -0.815 1.9 6.4 1.4
C -1.665 -1.421 -0.113 -2.2 -1.3 -0.5
C 0.135 0.101 0.845 -1.1 -1.0 0.9
C 0.413 1.683 0.563 -2.3 -2.4 3.7
C 0.957 -1.107 0.183 4.3 4.2 0.9
C -0.672 1.941 -0.460 -1.7 -2.4 -3.8
H -1.638 -1.435 -1.606 -0.3 -0.6 4.7
H 0.193 0.117 2.035 -0.8 -1.2 -2.6
H 1.865 -1.155 0.871 -1.5 -1.1 -0.1
H -3.107 -1.464 0.527 4.1 -0.6 -2.2
H 1.433 1.910 0.399 0.9 0.5 -0.9
H -0.717 -2.337 0.478 -4.8 2.6 -1.6
H 1.330 -0.269 -1.989 1.5 -0.7 4.2
H 0.410 -2.130 0.027 2.3 2.5 -0.5
H 2.411 0.600 -0.717 -2.8 -4.5 -0.3
H 0.288 1.927 1.763 -0.3 0.9 -3.2
H -0.783 2.791 -1.256 0.6 -1.7 1.9